Entry 1:
{"formula": "C9H12O2", "method": "the ωB97M-V functional and the def2-TZVPD basis", "e_above_lowest_kcal_mol": 150.31, "homo_energy_ev": -8.558, "smiles": "C#COCCCC(=C=C)OC", "gap_ev": 9.425, "elements": ["O", "O", "C", "C", "C", "C", "C", "C", "C", "C", "C", "H", "H", "H", "H", "H", "H", "H", "H", "H", "H", "H", "H"], "positions_angstrom": [[-0.544, -2.300, 0.153], [-1.276, 1.524, 1.297], [2.201, 0.059, -0.972], [0.932, 0.977, 2.408], [-1.022, 1.341, -1.117], [-0.146, 1.329, 1.933], [0.513, -3.122, 0.616], [-1.368, 2.179, 0.094], [-0.122, -1.023, -0.521], [-1.312, -0.178, -0.905], [1.151, -0.679, -0.792], [0.069, -3.971, 1.205], [1.167, -2.540, 1.302], [-2.378, 2.469, 0.055], [1.076, -3.533, -0.213], [-1.482, 1.722, -1.948], [-1.715, -0.745, -1.871], [0.015, 1.604, -1.273], [-2.023, -0.168, -0.165], [2.609, 0.819, -0.261], [1.777, 1.021, 2.888], [2.659, 0.102, -1.939], [-0.779, 3.115, 0.025]], "forces_ev_per_angstrom": [[0.547, 2.758, -1.625], [0.652, -1.106, 2.805], [0.571, 1.059, 0.138], [-6.479, 1.156, -3.195], [1.946, -1.500, 1.781], [1.987, -0.791, -0.212], [-0.151, 0.044, 1.056], [0.394, 1.399, -1.766], [1.516, -1.996, 1.459], [1.417, -0.568, -3.719], [-2.883, -0.429, 1.133], [0.218, 0.903, -0.652], [-0.158, -0.381, -0.452], [-1.437, 0.406, -0.031], [0.314, -0.049, -0.193], [-1.619, 0.902, -2.069], [0.397, 1.582, 1.906], [0.581, -0.842, -0.358], [-1.793, -0.830, 1.730], [-0.537, -0.965, -0.203], [4.107, -0.074, 2.415], [0.495, -0.270, -0.463], [-0.086, -0.406, 0.514]], "lowdin_charge": [-0.144, -0.036, 0.000, 0.146, -0.135, -0.172, -0.123, -0.210, -0.213, -0.095, -0.060, 0.100, 0.092, 0.114, 0.078, 0.083, 0.168, 0.096, 0.079, 0.077, -0.035, 0.048, 0.144]}

=====

Entry 2:
{"formula": "C5H9NO2", "method": "the ωB97M-V functional and the def2-TZVPD basis", "e_above_lowest_kcal_mol": 26.32, "homo_energy_ev": -9.412, "smiles": "C=NCCCC(=O)O", "gap_ev": 10.140, "elements": ["O", "O", "N", "C", "C", "C", "C", "C", "H", "H", "H", "H", "H", "H", "H", "H", "H"], "positions_angstrom": [[2.779, 0.828, -0.888], [0.731, 0.714, -1.786], [-2.570, -0.640, 0.696], [-1.215, -1.136, 0.582], [-2.824, 0.518, 1.106], [1.500, 0.390, -0.923], [1.223, -0.548, 0.216], [-0.031, -0.264, 1.038], [2.931, 1.454, -1.617], [1.237, -1.553, -0.214], [-2.139, 1.165, 1.665], [-1.123, -2.121, 1.048], [2.086, -0.612, 0.876], [0.192, -0.440, 2.086], [-3.830, 0.915, 1.010], [-1.089, -1.366, -0.479], [-0.317, 0.781, 0.947]], "forces_ev_per_angstrom": [[0.192, 0.194, 0.002], [-0.186, 0.039, 0.092], [-0.021, -0.057, -0.636], [0.517, -0.138, 0.073], [-0.071, 0.107, 0.760], [0.233, 0.143, -0.034], [0.674, -0.567, 0.455], [-0.602, -0.140, -0.415], [-0.244, -0.251, 0.055], [-0.479, -0.078, -0.158], [0.243, 0.055, -0.385], [-0.297, 0.033, 0.186], [0.150, 0.485, -0.055], [-0.033, 0.006, 0.173], [-0.207, -0.188, 0.072], [-0.067, 0.205, -0.095], [0.199, 0.151, -0.089]], "lowdin_charge": [0.096, 0.114, -0.023, -0.242, -0.066, -0.528, -0.117, -0.180, 0.129, 0.131, 0.070, 0.116, 0.116, 0.111, 0.064, 0.115, 0.094]}

=====

Entry 3:
{"formula": "C35H61F7IN5O7", "method": "the ωB97M-V functional and the def2-TZVPD basis", "homo_energy_ev": -8.932, "smiles": "C#CCCC[C@@H](O[C@H](CC)[C@H](O[C@H](I)C#C)[C@@H](C)CC)C(F)(F)C(F)(F)C(F)(F)F.CNC(C)=O.CNC(C)=O.CNC(C)=O.CNC(C)=O.CNC(C)=O", "gap_ev": 9.075, "elements": ["I", "F", "F", "F", "F", "F", "F", "F", "O", "O", "O", "O", "O", "O", "O", "N", "N", "N", "N", "N", "C", "C", "C", "C", "C", "C", "C", "C", "C", "C", "C", "C", "C", "C", "C", "C", "C", "C", "C", "C", "C", "C", "C", "C", "C", "C", "C", "C", "C", "C", "C", "C", "C", "C", "C", "H", "H", "H", "H", "H", "H", "H", "H", "H", "H", "H", "H", "H", "H", "H", "H", "H", "H", "H", "H", "H", "H", "H", "H", "H", "H", "H", "H", "H", "H", "H", "H", "H", "H", "H", "H", "H", "H", "H", "H", "H", "H", "H", "H", "H", "H", "H", "H", "H", "H", "H", "H", "H", "H", "H", "H", "H", "H", "H", "H", "H"], "positions_angstrom": [[-5.754, 2.251, 5.224], [-3.551, -2.175, -1.368], [-1.005, -1.802, -2.923], [-1.191, -0.279, -1.097], [0.355, -2.108, -0.988], [-2.038, -3.987, -1.690], [-3.311, -4.094, 0.881], [-0.932, -3.962, 0.892], [2.883, 1.021, -3.346], [-3.790, 0.431, 3.629], [1.182, -7.273, 1.322], [5.011, 4.953, -1.928], [-1.917, 3.736, -2.740], [3.211, 0.926, 1.095], [-2.879, -0.684, 1.334], [6.301, 6.745, -1.530], [4.783, 0.975, -4.537], [0.827, -8.806, -0.278], [-0.017, 3.689, -3.931], [4.501, 2.718, 1.493], [1.080, 3.094, -4.656], [-1.007, -1.714, -1.414], [-4.484, -1.971, 5.056], [-0.617, -1.397, 2.146], [5.201, 3.943, 1.186], [-5.551, -1.318, 3.979], [-5.023, 0.084, 0.293], [0.031, -6.504, -0.632], [0.719, -7.538, 0.214], [5.540, 5.975, -2.360], [-2.160, -1.896, 1.739], [-4.142, 2.793, 2.532], [-1.129, 1.566, -3.374], [0.356, -9.319, -1.542], [-6.418, -2.530, 3.296], [3.740, 1.948, 0.663], [5.379, 6.415, -3.788], [-2.213, -2.703, -0.912], [0.828, -0.345, 4.172], [-0.632, -0.260, 3.364], [5.880, 0.379, -5.262], [-4.346, -0.817, 1.529], [-4.054, 1.848, 3.908], [3.579, 2.388, -0.765], [-1.063, 3.066, -3.317], [-6.247, -0.684, -0.480], [3.671, -1.149, -3.981], [3.737, 0.352, -3.924], [-4.768, -3.541, 5.431], [-2.170, -3.127, 0.665], [0.477, 1.457, 6.647], [-4.908, -0.233, 2.943], [7.001, 7.970, -1.837], [-4.176, 3.632, 1.391], [0.748, 0.650, 5.511], [-0.140, -8.556, -2.143], [-7.205, 0.025, -0.537], [-0.727, 0.839, 2.975], [-5.819, -3.687, 5.967], [5.868, 0.776, -6.280], [-2.618, -2.311, 2.743], [6.873, 8.274, -2.876], [5.817, -0.709, -5.293], [-4.605, -4.300, 4.545], [2.011, 3.391, -4.166], [-6.480, -1.738, -0.029], [4.553, 2.422, -1.259], [-3.087, 2.257, 4.477], [6.618, 8.752, -1.177], [0.898, -1.452, 4.608], [6.359, 6.381, -0.586], [8.062, 7.814, -1.629], [-3.888, 4.117, 0.346], [4.897, 7.396, -3.826], [0.057, -2.271, 2.540], [6.811, 0.677, -4.773], [4.746, 5.699, -4.320], [1.217, -9.712, -2.089], [-0.341, -10.135, -1.338], [-3.361, -1.885, 4.744], [2.781, -1.494, -3.447], [-1.004, -6.801, -0.819], [0.026, -5.547, -0.104], [1.737, -0.074, 3.487], [0.020, 2.232, 7.431], [4.559, 2.354, 2.437], [-0.098, -0.897, 1.222], [-4.597, -1.355, 6.073], [-0.045, 4.699, -3.847], [-5.655, -3.300, 2.797], [4.818, 4.726, 1.846], [3.602, -1.482, -5.019], [-4.163, 0.249, -0.517], [1.017, 2.005, -4.687], [-7.139, -3.097, 4.033], [4.755, 1.985, -4.453], [-5.917, -0.826, -1.618], [3.097, 3.369, -0.803], [4.552, -1.581, -3.499], [-4.610, -1.927, 1.282], [0.567, -6.375, -1.576], [-2.019, 1.220, -2.841], [-6.331, -0.708, 4.650], [1.068, 3.490, -5.674], [6.353, 6.449, -4.283], [-1.198, 1.233, -4.413], [-0.248, 1.133, -2.893], [-3.962, -3.837, 6.258], [5.073, 4.247, 0.147], [-7.017, -2.070, 2.373], [6.262, 3.787, 1.394], [-5.352, 1.154, 0.631], [1.303, -9.442, 0.352], [2.946, 1.672, -1.297], [-1.442, -0.585, 4.143], [-5.780, 0.538, 2.678]], "forces_ev_per_angstrom": [[0.516, -0.143, -0.496], [4.617, -1.501, 1.776], [0.018, 0.352, 4.994], [0.542, -5.335, -0.717], [-4.972, 1.230, -1.254], [-0.395, 4.014, 2.313], [3.227, 2.955, -0.687], [-3.780, 2.597, -0.842], [0.344, -0.525, -0.503], [-2.214, 2.574, -0.178], [-0.268, -0.099, -0.618], [0.208, 0.448, -0.436], [0.249, -0.289, -0.163], [0.123, 0.272, -0.048], [-0.573, -2.460, 0.720], [-0.438, -0.506, -0.386], [-0.569, -0.173, 0.314], [0.014, 0.433, 0.266], [-0.591, -0.161, 0.289], [-0.283, -0.427, -0.109], [0.098, 0.453, -0.097], [2.094, 2.052, -2.638], [-0.119, 0.014, 0.850], [0.338, 0.724, 0.020], [0.001, -0.106, 0.344], [-0.915, -0.574, 1.295], [0.815, -0.152, -0.805], [0.009, 0.264, 0.039], [0.457, -0.025, 0.921], [-0.100, -0.473, 0.703], [0.886, 0.666, 1.950], [-0.045, 5.023, -7.211], [-0.125, -0.122, 0.046], [0.199, -0.344, 0.221], [0.720, 0.453, -1.680], [-0.215, -0.428, 0.349], [-0.111, -0.075, -0.218], [-1.401, -2.152, -1.951], [-0.881, -0.013, 1.388], [0.830, -0.637, 0.313], [0.100, 0.431, -0.024], [-0.828, 0.700, -2.129], [2.573, 0.884, -1.723], [-0.250, -0.250, 0.028], [-0.303, 0.730, 0.241], [0.054, 0.683, -0.985], [-0.154, -0.188, 0.089], [-0.376, 0.683, 0.293], [0.636, -0.109, 1.134], [0.089, -1.858, 0.710], [0.999, -5.145, -8.125], [-0.791, -0.717, 0.009], [0.117, -0.015, 0.441], [1.090, -6.293, 7.469], [-2.457, 5.242, 6.944], [0.116, -0.083, 0.199], [1.973, -1.829, 0.380], [-0.274, -2.288, 0.713], [2.191, 0.263, -1.431], [0.224, -0.239, -0.052], [0.724, 0.483, -2.077], [-0.032, -0.141, 0.198], [-0.071, 0.227, 0.061], [-0.560, 1.663, 1.738], [0.083, -0.328, -0.171], [0.263, 2.089, -0.823], [-0.151, 0.257, -0.024], [-2.295, -1.086, -1.277], [0.177, 0.184, -0.208], [0.177, 2.470, -0.973], [0.002, 0.126, -0.235], [0.020, 0.288, -0.155], [-0.844, -1.280, 2.860], [0.178, -0.016, -0.112], [-1.552, 1.432, -1.023], [0.127, -0.229, -0.198], [0.131, 0.107, 0.259], [-0.215, -0.024, -0.261], [-0.069, 0.018, -0.332], [-2.136, -0.013, 0.372], [0.190, 0.225, -0.088], [0.081, 0.070, -0.175], [0.096, -0.482, -0.137], [-1.739, -0.456, 1.452], [1.513, -2.273, -2.219], [-0.025, 0.102, -0.242], [-0.991, -1.127, 1.700], [0.424, -1.315, -2.247], [0.001, -0.289, 0.004], [-1.782, 1.511, 1.186], [0.158, 0.211, -0.120], [0.156, -0.092, 0.094], [-1.786, -0.358, 1.958], [0.006, 0.287, 0.146], [1.567, 1.350, -1.500], [0.034, -0.239, 0.024], [-0.772, 0.097, 2.535], [0.276, 0.018, -0.130], [-0.037, -0.072, -0.181], [0.209, 1.985, 0.910], [-0.199, -0.055, -0.056], [0.205, 0.268, -0.147], [1.744, -1.212, -1.540], [0.160, -0.173, -0.113], [-0.104, 0.186, -0.018], [0.164, -0.091, 0.084], [-0.017, -0.026, -0.256], [-1.691, 0.624, -1.763], [-0.056, -0.177, 0.161], [0.950, -1.050, 2.079], [0.094, 0.262, -0.099], [0.669, -2.178, -0.393], [-0.134, 0.171, -0.173], [0.225, 0.193, 0.341], [1.375, 1.049, -1.534], [2.038, -1.576, 0.581]], "lowdin_charge": [0.820, 0.032, 0.016, 0.046, 0.054, 0.012, -0.008, -0.010, -0.004, -0.229, 0.022, 0.009, 0.006, 0.005, -0.133, 0.007, 0.008, -0.006, 0.006, -0.001, -0.090, -0.137, -0.207, -0.093, -0.090, -0.285, -0.168, -0.015, -0.543, -0.524, -0.178, -0.100, -0.017, -0.087, -0.105, -0.538, -0.008, -0.060, -0.195, -0.177, -0.081, -0.189, -0.694, -0.014, -0.540, -0.131, 0.000, -0.518, -0.160, -0.109, 0.012, -0.242, -0.078, 0.076, -0.098, 0.076, 0.087, 0.131, 0.087, 0.083, 0.165, 0.078, 0.078, 0.078, 0.073, 0.069, 0.081, 0.121, 0.086, 0.120, 0.140, 0.085, 0.073, 0.088, 0.127, 0.084, 0.081, 0.081, 0.082, 0.088, 0.084, 0.090, 0.058, 0.110, 0.046, 0.139, 0.119, 0.123, 0.140, 0.084, 0.083, 0.087, 0.118, 0.065, 0.092, 0.142, 0.080, 0.089, 0.090, 0.131, 0.089, 0.075, 0.098, 0.079, 0.087, 0.091, 0.076, 0.086, 0.039, 0.087, 0.081, 0.085, 0.141, 0.059, 0.104, 0.143]}

=====

Entry 4:
{"formula": "C19H14F10N3OS2Y", "method": "the ωB97M-V functional and the def2-TZVPD basis", "e_above_lowest_kcal_mol": 0.00, "homo_energy_ev": -7.920, "gap_ev": 8.077, "elements": ["Y", "S", "S", "F", "F", "F", "F", "F", "F", "F", "F", "F", "F", "O", "N", "N", "N", "C", "C", "C", "C", "C", "C", "C", "C", "C", "C", "C", "C", "C", "C", "C", "C", "C", "C", "C", "H", "H", "H", "H", "H", "H", "H", "H", "H", "H", "H", "H", "H", "H"], "positions_angstrom": [[0.102, 0.085, 0.079], [-0.041, -0.240, -2.703], [-2.048, -1.392, -0.805], [6.139, -0.591, -2.959], [-1.288, 4.304, -2.307], [-3.850, 5.174, -1.814], [-0.173, 2.404, -0.748], [2.242, 1.062, -0.854], [-4.168, 2.201, 1.799], [-5.220, 4.071, 0.261], [5.929, -2.862, -1.476], [4.255, 1.377, -2.637], [3.924, -3.231, 0.229], [-2.259, -1.514, -3.348], [-1.385, 1.295, 1.315], [1.941, -1.116, 0.637], [-0.200, -0.994, 2.374], [-3.972, 3.675, 0.012], [3.011, -1.076, -0.216], [1.996, -1.993, 1.797], [3.172, 0.061, -1.017], [-1.947, 0.759, 2.544], [-1.037, -2.200, 2.292], [-1.486, -1.071, -2.378], [-1.876, -1.296, -4.716], [1.142, -1.352, 2.876], [-0.838, 0.007, 3.255], [5.032, -1.888, -1.322], [-3.400, 2.702, 0.812], [3.994, -2.056, -0.423], [-3.283, 4.238, -1.047], [4.187, 0.252, -1.927], [-1.996, 3.799, -1.298], [-1.456, 2.831, -0.484], [-2.090, 2.232, 0.614], [5.141, -0.738, -2.083], [-1.100, -2.689, 3.272], [-2.042, -1.940, 1.967], [1.630, -0.427, 3.189], [-1.211, -0.471, 4.170], [3.011, -2.092, 2.192], [-0.068, 0.727, 3.540], [-1.793, -0.230, -4.919], [-2.673, -1.741, -5.302], [-0.925, -1.785, -4.921], [-0.623, -2.902, 1.570], [-2.805, 0.101, 2.358], [1.059, -2.006, 3.755], [1.652, -3.010, 1.577], [-2.304, 1.543, 3.217]], "forces_ev_per_angstrom": [[-0.120, 0.049, 0.011], [-0.053, -0.064, 0.013], [0.072, -0.034, -0.087], [-0.003, 0.011, 0.003], [-0.012, 0.002, -0.004], [0.003, -0.006, -0.002], [0.071, 0.007, 0.006], [-0.023, -0.024, 0.010], [0.000, 0.001, -0.001], [-0.009, 0.006, 0.000], [-0.001, 0.004, -0.004], [0.003, -0.005, 0.001], [0.001, -0.004, -0.001], [0.016, 0.024, 0.031], [-0.022, 0.036, -0.078], [-0.005, 0.038, -0.064], [0.003, -0.006, -0.044], [-0.009, 0.001, 0.004], [0.014, -0.001, -0.018], [-0.045, 0.022, 0.021], [0.066, -0.056, 0.024], [0.076, -0.027, 0.018], [-0.010, -0.005, 0.000], [0.051, -0.014, -0.024], [-0.025, -0.021, 0.031], [0.001, -0.032, 0.042], [-0.030, -0.007, 0.026], [0.000, 0.005, -0.007], [0.036, -0.032, 0.037], [-0.039, 0.003, 0.029], [-0.012, 0.020, -0.014], [-0.066, 0.039, 0.015], [0.060, -0.039, 0.002], [-0.063, 0.043, 0.021], [0.007, 0.018, 0.029], [0.026, -0.008, -0.019], [0.004, 0.001, 0.001], [0.000, 0.000, 0.002], [0.014, -0.002, -0.011], [0.015, -0.003, 0.003], [-0.002, 0.010, 0.009], [-0.009, 0.014, -0.001], [0.003, 0.003, 0.000], [0.009, 0.003, -0.010], [0.002, 0.008, -0.008], [0.003, 0.001, 0.001], [0.006, 0.000, -0.010], [-0.006, 0.017, 0.007], [-0.010, 0.008, -0.004], [0.019, -0.002, 0.013]], "lowdin_charge": [1.298, 0.636, 0.622, 0.119, 0.131, 0.118, -0.017, -0.013, 0.087, 0.127, 0.127, 0.131, 0.092, -0.202, -0.136, -0.134, -0.290, -0.145, -0.202, -0.231, -0.152, -0.236, -0.102, -1.270, -0.088, -0.192, -0.190, -0.144, -0.131, -0.136, -0.150, -0.149, -0.149, -0.136, -0.203, -0.148, 0.099, 0.055, 0.120, 0.130, 0.123, 0.119, 0.081, 0.095, 0.082, 0.079, 0.111, 0.129, 0.111, 0.123]}